C5H5NO in the gas phase in a non-equilibrium geometry, computed with wB97M-V/def2-TZVPD.

Computed properties:
LUMO level ... 0.49 eV
Largest force on an atom ... 2.12 eV Å⁻¹
HOMO level ... -10.068 eV
Gap between HOMO and LUMO ... 0.38800 Eh
Energy above the lowest of the compared OMol25 structures with the same formula, charge and spin ... 54.6 kcal/mol
DFT total energy ... -323.43262 a.u.

Last column: Löwdin charge in e.
Positions of all 12 atoms, in Å:
O -2.5784 -0.3665 0.3529  0.11
N 1.8480 0.5244 0.0988  -0.02
C 0.5786 0.1696 -0.4325  -0.36
C 2.8231 -0.1112 0.3195  0.07
C -1.4033 -0.1790 0.2159  -0.38
C -0.5783 1.0676 -0.0667  -0.05
C -0.1571 -1.0802 0.1820  -0.02
H -0.3021 1.5589 0.8695  0.13
H -0.8835 1.7907 -0.8138  0.12
H -0.2502 -1.9962 -0.4210  0.12
H 0.1597 -1.3819 1.1897  0.13
H 0.7436 0.0038 -1.4941  0.15

Atoms 1-6, force components in eV/Å:
O 0.51 -0.09 -0.07
N 1.38 -1.57 0.38
C -0.26 -0.97 -0.41
C -0.05 1.07 0.20
C -0.54 0.01 0.16
C 0.10 0.38 -0.03

=====

A molecular structure, C5H5NO in a non-equilibrium geometry, computed with wB97M-V/def2-TZVPD.

Computed properties:
LUMO level (spin up / spin down) ... -0.77 / -0.77 eV
Largest force on an atom ... 1.43 eV Å⁻¹
HOMO level (spin up / spin down) ... -8.659 / -8.658 eV
Gap between HOMO and LUMO (spin up / spin down) ... 0.28998 / 0.28994 Eh
Energy above the lowest of the compared OMol25 structures with the same formula, charge and spin ... 101.8 kcal/mol
DFT total energy ... -323.35747 a.u.

Last column: Löwdin charge in e.
Positions of all 12 atoms, in Å:
O 2.1032 1.6405 -0.4811  0.08
N 0.5616 -1.6003 -1.7291  0.14
C -1.0811 -0.9383 0.1484  -0.06
C 1.0620 1.0680 -0.6958  -0.23
C 0.5270 0.1235 0.3703  -0.08
C -0.2494 -1.2915 -0.9449  -0.34
C -0.8289 0.3611 0.8534  -0.17
H -0.8529 0.2154 1.9333  0.13
H -1.3567 1.2565 0.5371  0.12
H 1.3018 -0.3831 0.9287  0.15
H -1.6164 -1.7553 0.6568  0.12
H 0.4298 1.3035 -1.5771  0.14

Atoms 1-6, force components in eV/Å:
O -0.63 -0.54 -0.15
N -1.04 -0.17 -0.06
C 0.37 -0.03 -0.07
C 0.22 0.05 0.20
C 0.11 0.39 0.71
C 0.53 -0.31 -1.29

=====

C5H5NO in the gas phase, computed with wB97M-V/def2-TZVPD.

Computed properties:
LUMO level ... 0.05 eV
Largest force on an atom ... 0.85 eV Å⁻¹
HOMO level ... -10.075 eV
Gap between HOMO and LUMO ... 0.37191 Eh
Energy above the lowest of the compared OMol25 structures with the same formula, charge and spin ... 71.3 kcal/mol
SMILES ... C#CC(=O)[C@H]1CN1
DFT total energy ... -323.40610 a.u.

Last column: Löwdin charge in e.
Positions of all 12 atoms, in Å:
O 0.2263 0.2089 1.9354  0.10
N -1.7899 0.9118 0.0376  0.04
C -0.4501 0.4962 -0.3296  -0.26
C 2.9137 -0.4435 -0.2317  0.16
C 0.5289 0.2004 0.7590  -0.40
C 1.8607 -0.1437 0.2759  -0.02
C -1.6023 -0.4439 -0.4398  -0.12
H -1.8546 0.9158 1.0554  0.10
H -1.6554 -1.2653 0.2726  0.12
H -1.9948 -0.6560 -1.4309  0.10
H 3.8490 -0.7127 -0.6705  0.04
H -0.0314 0.9322 -1.2331  0.14

Atoms 1-6, force components in eV/Å:
O 0.15 -0.03 -0.50
N -0.05 0.11 0.17
C 0.21 0.07 -0.10
C -0.65 0.19 0.33
C -0.23 -0.02 0.30
C 0.76 -0.20 -0.32